(1)
{"formula": "C7H11N5O", "method": "ωB97M-V with the def2-TZVPD basis set", "total_energy_ev": -16930.9928, "smiles": "CNc1cc(=O)n(NCC#N)n1C", "e_homo_ev": -8.42, "molar_mass_g_mol": 181.20, "charge": 0, "elements": ["C", "N", "C", "C", "C", "O", "N", "N", "C", "C", "N", "N", "C", "H", "H", "H", "H", "H", "H", "H", "H", "H", "H", "H"], "coordinates": [[0.89580, 1.01921, -3.26525], [0.93586, -0.07794, -2.30865], [0.31630, 0.24451, -1.15799], [0.09024, 1.52797, -0.72977], [-0.58851, 1.49691, 0.53361], [-0.84857, 2.41294, 1.27957], [-0.97373, 0.15824, 0.64941], [-0.85454, -0.75945, 2.03051], [0.18750, -0.12384, 2.76855], [-0.00532, -0.42218, 4.17692], [-0.10340, -0.86408, 5.22793], [-0.22016, -0.63397, -0.25136], [-0.70828, -1.92531, -0.55383], [1.07523, 1.96595, -2.80593], [1.65747, 0.88553, -4.08265], [0.05123, 0.93103, -3.84104], [1.18702, -1.05641, -2.44129], [0.20776, 2.42758, -1.20913], [-1.74539, -0.60167, 2.53115], [0.40476, 1.01138, 2.76119], [1.24649, -0.49538, 2.37323], [-0.89974, -2.46993, 0.31070], [-1.49024, -2.05391, -1.19595], [0.18222, -2.59719, -0.79993]]}

(2)
{"formula": "C6H15OS", "method": "ωB97M-V with the def2-TZVPD basis set", "total_energy_ev": -19347.8747, "e_homo_ev": -2.88, "molar_mass_g_mol": 135.25, "charge": -1, "elements": ["C", "O", "C", "C", "H", "H", "H", "H", "H", "H", "H", "C", "C", "S", "C", "H", "H", "H", "H", "H", "H", "H", "H"], "coordinates": [[-0.67434, 0.45032, 1.61835], [-0.86987, 0.21417, 0.29306], [-0.65344, 1.95691, 1.94587], [0.48989, 2.66298, 1.22506], [0.30146, 0.03209, 1.97511], [-1.46675, -0.00062, 2.26187], [-0.57691, 2.10545, 3.03005], [-1.59239, 2.37266, 1.56639], [0.64393, 3.68123, 1.59997], [0.32634, 2.68251, 0.15087], [1.43048, 2.13117, 1.41138], [1.89843, -0.63901, -1.47109], [0.55096, -1.12719, -1.93266], [0.20276, -2.88844, -1.62088], [-1.48863, -2.67613, -0.97905], [2.05204, 0.38159, -1.82943], [2.73321, -1.24979, -1.83569], [1.94226, -0.62195, -0.38187], [0.40537, -1.01192, -3.01315], [-0.20877, -0.53766, -1.39560], [-1.48483, -1.88651, -0.22068], [-2.14378, -2.38752, -1.80180], [-1.81742, -3.64436, -0.59610]]}

(3)
{"formula": "C18H43N5O14", "method": "ωB97M-V with the def2-TZVPD basis set", "total_energy_ev": -55455.7461, "e_homo_ev": -8.71, "molar_mass_g_mol": 553.56, "charge": 2, "elements": ["C", "C", "O", "N", "H", "H", "C", "H", "H", "H", "H", "H", "H", "C", "C", "O", "N", "H", "H", "C", "H", "H", "H", "H", "H", "H", "C", "C", "O", "N", "H", "H", "C", "H", "H", "H", "H", "H", "H", "C", "C", "O", "N", "H", "H", "C", "H", "H", "H", "H", "H", "H", "C", "C", "O", "N", "H", "H", "C", "H", "H", "H", "H", "H", "H", "O", "C", "O", "O", "H", "O", "C", "O", "O", "H", "O", "C", "O", "O", "H"], "coordinates": [[-5.20366, -0.73595, 3.82611], [-4.16271, -0.98163, 2.74780], [-3.48954, -2.02471, 2.57489], [-3.78955, 0.24257, 1.87918], [-3.95845, 1.10138, 2.38318], [-2.80416, 0.28598, 1.66187], [-4.55782, 0.16300, 0.56685], [-5.70458, 0.20150, 3.58449], [-4.67441, -0.44069, 4.73208], [-5.92491, -1.55140, 3.77189], [-4.38504, -0.82006, 0.12886], [-4.19365, 1.01754, -0.00345], [-5.59848, 0.40873, 0.77842], [-2.80189, 5.61646, 0.43627], [-2.94123, 4.24844, 0.97957], [-3.55830, 3.30587, 0.53586], [-2.02424, 3.96864, 2.20219], [-1.83130, 4.77579, 2.77785], [-2.57148, 3.34631, 2.77953], [-0.62272, 3.38588, 1.81555], [-3.37302, 5.80519, -0.47273], [-1.76075, 5.77549, 0.15545], [-3.06085, 6.41732, 1.12884], [0.05816, 4.22240, 1.65831], [-0.68850, 2.65262, 1.01174], [-0.19273, 2.81597, 2.63921], [4.73551, 1.87041, -4.20180], [3.78786, 0.97739, -3.46552], [3.60904, -0.18717, -3.76092], [3.37825, 1.56743, -2.08361], [3.98060, 1.11802, -1.40885], [3.58689, 2.54680, -2.21557], [1.90425, 1.22044, -1.78138], [4.27815, 2.84151, -4.39128], [4.95624, 1.54417, -5.21814], [5.66810, 1.95048, -3.64326], [1.37066, 1.69254, -2.60630], [1.57049, 1.66059, -0.84171], [1.96014, 0.13221, -1.75452], [4.61215, -3.68867, 0.07435], [3.59751, -2.78509, -0.65389], [3.64653, -1.59574, -0.94569], [2.17362, -3.40676, -0.79259], [1.99593, -4.35911, -0.50704], [1.50019, -2.88186, -0.25307], [1.66820, -3.51467, -2.23959], [4.30849, -3.82111, 1.11278], [5.64156, -3.33571, 0.01235], [4.67023, -4.68765, -0.35782], [0.58005, -3.49811, -2.17823], [2.05122, -4.43626, -2.67784], [1.94249, -2.69858, -2.90806], [3.52621, -1.05713, 2.33471], [2.19646, -1.66737, 2.66109], [1.95041, -2.84096, 2.40028], [1.13204, -0.69982, 3.22751], [1.44844, 0.25627, 3.15089], [0.38573, -0.72343, 2.54739], [0.77032, -0.98456, 4.73239], [3.56658, -0.75226, 1.28900], [4.36655, -1.73911, 2.46443], [3.66997, -0.23794, 3.03923], [0.28834, -0.01722, 4.87399], [1.75732, -0.89883, 5.18689], [0.16746, -1.89169, 4.77458], [-1.09037, -0.03538, -0.96518], [-0.56013, -0.55795, 0.11503], [-0.91524, -0.15473, 1.22933], [0.43654, -1.25959, 0.02948], [-0.64833, -0.35357, -1.75572], [-0.41674, -0.78198, -3.35214], [-0.01265, -1.17075, -4.55067], [0.62488, -0.37858, -5.25063], [-0.21852, -2.32956, -4.93533], [-0.78916, -1.64401, -3.15261], [-3.21580, -1.49177, -3.18858], [-4.46731, -1.13085, -3.58687], [-4.92831, -1.55155, -4.68469], [-5.06391, -0.29311, -2.87896], [-3.31931, -1.04073, -2.34748]]}

(4)
{"formula": "C10H21GaNO2", "method": "ωB97M-V with the def2-TZVPD basis set", "total_energy_ev": -68670.4159, "e_homo_ev": -3.92, "molar_mass_g_mol": 257.01, "charge": -1, "elements": ["O", "C", "C", "C", "C", "Ga", "C", "C", "O", "H", "H", "H", "H", "H", "H", "H", "H", "H", "H", "H", "H", "H", "H", "H", "H", "N", "C", "C", "C", "C", "H", "H", "H", "H", "H"], "coordinates": [[4.43032, -0.85175, 1.43450], [3.88073, -0.73832, 0.12503], [4.07200, 0.62096, -0.54021], [3.07270, 1.71950, -0.16210], [2.87407, 1.98694, 1.34072], [0.96324, 1.59428, 2.01197], [0.17895, -0.06488, 1.04841], [-1.26322, 0.09477, 0.62716], [-1.37946, 1.09532, -0.40137], [5.38291, -0.79129, 1.36191], [2.82021, -0.96220, 0.22036], [4.32801, -1.50788, -0.51797], [3.97686, 0.44097, -1.61925], [5.10625, 0.95025, -0.38345], [2.12279, 1.46539, -0.64394], [3.41316, 2.63809, -0.65280], [3.05633, 3.04415, 1.54949], [3.57055, 1.41352, 1.94958], [0.03054, 2.88537, 1.76041], [1.03229, 1.27054, 3.60639], [0.22306, -0.87418, 1.78398], [0.75953, -0.37499, 0.17414], [-1.68449, -0.83819, 0.21934], [-1.88030, 0.38210, 1.48792], [-2.21383, 0.93876, -0.84351], [-5.17996, -2.51425, -1.13311], [-5.45244, -1.26180, -0.65428], [-4.67365, -0.37268, -1.34395], [-3.89857, -1.11810, -2.27349], [-4.23226, -2.43614, -2.11777], [-5.59423, -3.36264, -0.79720], [-6.16230, -1.11205, 0.14057], [-4.64697, 0.69291, -1.18645], [-3.16428, -0.73160, -2.96019], [-3.86853, -3.32090, -2.61085]]}

(5)
{"formula": "BH4N", "method": "ωB97M-V with the def2-TZVPD basis set", "total_energy_ev": -2222.7065, "e_homo_ev": [-7.49, -6.71], "molar_mass_g_mol": 28.85, "charge": 0, "elements": ["B", "N", "H", "H", "H", "H"], "coordinates": [[-2.05263, -0.11845, 0.14213], [1.52137, -0.14261, 0.26871], [-1.75327, -0.53085, -0.94967], [-1.12621, 0.30418, 0.85583], [2.10372, 0.65281, 0.40946], [1.30702, -0.16507, -0.72646]]}